1.
76
Properties=species:S:1:pos:R:3 method="wB97M-V/def2-TZVPD" s_squared=3.782 e_homo_ev="-12.18 / -12.18" total_charge=+2 de_lowest_kj_mol=254.2 spin_multiplicity=4
Re 2.690 4.717 0.140
C 1.049 -0.377 -2.113
C 2.234 0.170 -2.435
C 2.369 1.448 -3.221
C 1.652 2.691 -2.662
C 0.218 2.579 -2.191
C -0.750 1.820 -2.667
C -0.540 0.799 -3.758
C -0.090 -0.530 -3.082
C 0.771 4.631 0.933
H 0.865 -0.698 -1.091
H 3.211 -0.258 -2.176
H 2.061 1.340 -4.272
H 3.444 1.683 -3.224
H 2.183 3.026 -1.746
H 1.722 3.524 -3.396
H 0.043 3.276 -1.341
H -1.773 1.869 -2.241
H 0.210 1.158 -4.489
H -1.493 0.632 -4.295
H -0.933 -0.940 -2.492
H 0.142 -1.233 -3.901
H 0.769 3.774 1.631
H -0.101 4.437 0.316
H 0.549 5.551 1.473
P 2.198 6.069 -1.566
P 5.076 3.815 -2.397
N 0.933 6.709 -2.878
N 2.477 7.790 -1.026
N 5.223 3.793 -4.201
N 6.909 3.834 -2.257
C 3.505 6.008 -2.874
C 4.858 5.635 -2.258
C -0.442 6.619 -2.734
C -1.057 7.339 -3.773
C -0.020 7.909 -4.555
C 1.185 7.516 -3.981
C 2.223 8.260 0.254
C 2.719 9.571 0.361
C 3.188 9.943 -0.934
C 3.023 8.829 -1.768
C 5.064 2.634 -4.978
C 5.000 2.973 -6.327
C 5.189 4.392 -6.411
C 5.348 4.859 -5.110
C 7.927 4.009 -3.204
C 9.131 4.261 -2.560
C 8.857 4.279 -1.153
C 7.496 4.039 -1.001
H 3.639 6.945 -3.434
H 3.150 5.251 -3.597
H 5.666 6.170 -2.791
H 4.932 5.832 -1.161
H -0.865 6.017 -1.951
H -2.111 7.411 -3.954
H -0.116 8.531 -5.436
H 2.189 7.770 -4.299
H 1.793 7.621 0.993
H 2.750 10.158 1.262
H 3.616 10.888 -1.230
H 3.266 8.731 -2.811
H 5.013 1.657 -4.531
H 4.804 2.287 -7.143
H 5.184 5.008 -7.309
H 5.532 5.872 -4.785
H 7.734 3.907 -4.263
H 10.091 4.405 -3.044
H 9.568 4.431 -0.355
H 6.880 3.985 -0.117
F -2.413 -2.859 1.362
Te -0.597 -2.861 0.660
F 3.410 6.050 1.297
F -0.918 -4.707 0.428
F 0.734 -3.181 -0.745
F -1.477 -1.929 -0.741
O 3.337 3.110 0.205

=====

2.
76
Properties=species:S:1:pos:R:3 method="wB97M-V/def2-TZVPD" s_squared=2.025 e_homo_ev="-12.07 / -12.07" total_charge=+2 spin_multiplicity=3
W -0.003 -0.492 4.823
C -1.106 1.591 4.849
C -1.512 0.751 3.785
C -0.929 0.754 2.396
C 0.351 -0.079 2.133
C 1.391 -0.138 3.208
C 1.577 0.932 4.146
C 1.100 2.334 3.881
C -0.144 2.717 4.679
C 1.566 -1.226 6.064
H -1.842 1.776 5.628
H -2.423 0.156 3.939
H -0.789 1.773 1.996
H -1.711 0.319 1.742
H 0.059 -1.112 1.893
H 0.785 0.311 1.192
H 2.131 -0.946 3.164
H 2.431 0.859 4.823
H 0.935 2.533 2.814
H 1.886 3.041 4.194
H 0.136 3.094 5.678
H -0.623 3.587 4.188
H 1.429 -1.087 7.137
H 2.608 -1.037 5.796
H 1.354 -2.293 5.844
P 1.375 -1.174 -3.057
P -1.627 -0.696 -2.710
N 2.830 -0.209 -3.044
N 2.146 -2.451 -4.135
N -1.902 1.037 -2.532
N -3.305 -1.041 -3.161
C 0.538 -0.257 -4.442
C -0.955 -0.583 -4.444
C 3.229 0.436 -1.861
C 4.277 1.292 -2.161
C 4.527 1.194 -3.568
C 3.618 0.285 -4.085
C 2.309 -3.763 -3.665
C 2.781 -4.555 -4.710
C 2.908 -3.727 -5.858
C 2.514 -2.444 -5.480
C -1.718 1.642 -1.279
C -1.845 3.019 -1.426
C -2.097 3.281 -2.803
C -2.121 2.057 -3.458
C -4.210 -0.350 -3.975
C -5.306 -1.166 -4.224
C -5.051 -2.425 -3.584
C -3.813 -2.337 -2.969
H 0.966 -0.557 -5.402
H 0.710 0.821 -4.309
H -1.499 0.158 -5.035
H -1.157 -1.572 -4.880
H 2.726 0.194 -0.940
H 4.785 1.934 -1.458
H 5.278 1.738 -4.130
H 3.487 -0.070 -5.100
H 2.080 -3.993 -2.642
H 3.000 -5.613 -4.650
H 3.238 -4.017 -6.850
H 2.478 -1.547 -6.076
H -1.518 1.023 -0.424
H -1.757 3.747 -0.630
H -2.241 4.251 -3.273
H -2.286 1.840 -4.504
H -4.020 0.666 -4.290
H -6.181 -0.901 -4.797
H -5.692 -3.291 -3.593
H -3.239 -3.045 -2.396
F -2.579 -0.458 8.878
Te -1.004 0.401 8.257
F -0.846 1.284 9.920
F 0.062 -0.987 9.000
F -2.048 1.891 7.713
F 0.558 1.347 7.707
O -1.063 -0.425 6.542

=====

3.
74
Properties=species:S:1:pos:R:3 method="wB97M-V/def2-TZVPD" s_squared=6.499 e_homo_ev="-6.70 / -7.21" de_lowest_kj_mol=49.4 spin_multiplicity=5
O 2.897 -2.937 -1.622
H 3.389 -2.870 -0.775
Fe -0.030 -0.044 0.068
N 0.506 -0.365 -1.734
N 1.589 0.975 0.048
N -1.661 -0.924 0.053
N -0.724 0.707 1.600
O -0.293 -0.866 -2.604
O -2.084 -1.922 -0.814
O -0.062 1.566 2.466
O 2.091 1.649 1.057
C 2.379 0.855 -1.088
C 1.776 0.084 -2.082
C -2.526 -0.646 1.100
C -1.991 0.304 2.002
C 2.393 -0.319 -3.382
H 2.417 -1.415 -3.458
H 3.440 0.019 -3.457
H 1.866 0.091 -4.262
C 3.771 1.406 -1.090
H 4.331 0.996 -0.233
H 3.793 2.506 -1.011
H 4.315 1.136 -2.005
C -3.900 -1.193 1.190
C -2.685 0.825 3.206
H -4.003 -2.091 0.561
H -4.643 -0.446 0.864
H -4.122 -1.455 2.233
H -2.190 1.721 3.610
H -2.686 0.045 3.986
H -3.732 1.074 2.964
H -1.564 -1.812 -1.656
H 0.881 1.684 2.009
C 0.970 -1.342 1.185
H 1.395 -1.910 0.342
H 0.334 -2.001 1.813
H 1.775 -0.942 1.839
O 0.073 -3.957 -2.107
H 1.035 -4.020 -2.271
H 0.014 -3.772 -1.158
C -5.754 3.672 1.085
C -5.633 2.467 0.382
C -4.394 2.084 -0.161
C -3.271 2.892 0.035
C -3.402 4.125 0.676
C -4.638 4.505 1.217
Sb -1.421 2.263 -0.962
C -2.052 3.177 -2.846
C -2.049 2.396 -4.005
C -2.553 2.939 -5.199
C -3.063 4.247 -5.222
C -3.087 5.005 -4.043
C -2.582 4.468 -2.848
C -0.092 3.766 -0.109
C 0.878 4.341 -0.936
C 1.777 5.278 -0.400
C 1.686 5.658 0.947
C 0.703 5.085 1.762
C -0.182 4.136 1.232
H -6.720 3.971 1.496
H -6.506 1.825 0.233
H -4.329 1.172 -0.763
H -2.565 4.818 0.750
H -4.730 5.467 1.722
H -1.677 1.367 -3.985
H -2.558 2.336 -6.110
H -3.452 4.666 -6.152
H -3.506 6.013 -4.047
H -2.631 5.067 -1.935
H 0.947 4.071 -1.993
H 2.546 5.715 -1.041
H 2.380 6.393 1.358
H 0.619 5.366 2.812
H -0.951 3.721 1.884